Record 1
Molecular formula: CH3IO2S
Method: DFT, the ωB97M-V functional and the def2-TZVPD basis

```
8
CH3IO2S (the ωB97M-V functional and the def2-TZVPD basis)
I -2.17 1.26 4.38
S -1.35 0.59 2.11
O -0.23 1.48 1.86
O -0.78 -0.84 -0.58
C -0.01 -0.06 -1.00
H -0.21 0.99 -1.34
H 1.10 -0.33 -0.98
H -0.73 -0.50 2.62
```

Its charge is 0.

=====

Record 2
Molecular formula: CH3IO3
Method: DFT, the ωB97M-V functional and the def2-TZVPD basis

```
8
CH3IO3 (the ωB97M-V functional and the def2-TZVPD basis)
I 0.96 2.39 -1.22
O -0.66 -0.39 1.24
O -0.50 0.59 0.19
O -1.13 -1.62 0.77
C 0.95 0.45 -0.47
H -2.01 -1.29 0.56
H 1.64 0.04 0.22
H 0.76 -0.17 -1.30
```

Its charge is 0.

=====

Number 1: frontier orbital gap 8.73 eV, molar mass 206.0 g/mol. Number 2: frontier orbital gap 10.21 eV, molar mass 189.9 g/mol.